Entry 1:
The following is a DFT calculation (ωB97M-V/def2-TZVPD) of a single C5H8N2 molecule.

Each line ends with the Mulliken charge.
Geometry (Å):
C1 -1.85441 -0.82496 -1.30016  -1.174
C2 -0.66854 -0.33538 -0.53272  0.214
C3 -0.58339 0.43580 0.60237  -0.742
C4 0.79991 0.63873 0.88757  0.877
N1 1.31906 1.44195 1.93009  -0.566
C5 1.51338 -0.02912 -0.07526  -0.844
N2 0.60800 -0.61345 -0.93714  -0.030
H1 -1.79830 -1.90436 -1.48625  0.320
H2 -2.77160 -0.63177 -0.73822  0.285
H3 -1.95079 -0.32450 -2.27171  0.281
H4 -1.41983 0.82333 1.16968  0.349
H5 2.33089 1.47950 1.88788  0.232
H6 1.05088 1.09990 2.84582  0.251
H7 2.57736 -0.17976 -0.18400  0.348
H8 0.84737 -1.07592 -1.79793  0.199

Properties
- SMILES: Cc1cc(N)c[nH]1
- Frontier orbital gap: 8.6 eV

Entry 2:
The following is a DFT calculation (ωB97M-V/def2-TZVPD) of 12 unconnected molecules or ions with the total composition C28H80N4O12.

Each line ends with the Mulliken charge.
Geometry (Å):
N1 -2.32396 1.60507 6.21199  -0.539
C1 -1.12052 2.06645 5.84245  0.442
N2 -1.08135 2.36470 4.52831  -0.087
O1 -0.02757 1.92736 6.64046  -0.644
H1 -3.28536 1.79586 5.79639  0.298
H2 -2.34050 1.31237 7.21779  0.274
H3 -0.26362 2.39738 3.92436  0.052
H4 -1.93199 2.50418 3.92918  0.180
N3 -1.42606 -2.33204 4.05898  -0.177
C2 -1.36107 -1.06194 4.15072  -0.433
N4 -2.35091 -0.57948 4.80817  -0.424
O2 -0.39442 -0.29951 3.51431  0.183
H5 -0.57168 -2.76818 3.64770  0.217
H6 -2.27909 -2.81273 4.20971  0.276
H7 -2.05642 0.32051 5.36295  0.147
H8 -2.99208 -1.21702 5.34494  0.263
C3 -0.78652 -3.19791 0.58225  -1.320
C4 -1.40641 -3.02786 -0.78580  1.408
C5 -0.25949 -2.91984 -1.80564  -1.720
O3 -2.18506 -3.94787 -1.11678  -0.573
H9 -1.44434 -3.37476 1.35212  0.502
H10 -0.32823 -2.17492 0.78970  -0.034
H11 0.05809 -3.84594 0.59737  0.628
H12 -1.88021 -2.07977 -0.77569  -0.597
H13 -0.01057 -1.88075 -1.84509  -0.159
H14 -0.73954 -3.24816 -2.76596  0.538
H15 0.55881 -3.52498 -1.60658  1.026
H16 -1.62495 -4.58805 -1.52220  0.452
C6 3.85351 -0.85853 2.06716  -1.721
C7 2.86427 -1.98893 1.78461  2.223
C8 2.63651 -2.04088 0.26287  -1.010
O4 3.10444 -3.10452 2.23779  -0.614
H17 3.34724 0.11486 1.94620  0.118
H18 4.81075 -0.84536 1.52054  0.375
H19 4.22131 -0.88966 3.07100  0.444
H20 1.92603 -1.60854 2.21735  -0.832
H21 1.89641 -2.70027 -0.10262  -0.047
H22 3.58267 -2.13057 -0.30540  0.444
H23 2.30941 -1.04336 0.00257  0.042
H24 2.34614 -3.41041 2.79947  0.551
C9 0.40215 0.81415 -0.49770  1.091
C10 0.76921 1.24235 0.86854  3.885
C11 1.93546 2.26065 0.93226  -2.893
O5 -0.12419 1.84952 1.43293  -0.246
H25 1.27775 0.31457 -1.03879  -0.450
H26 0.21477 1.76819 -1.06841  0.085
H27 -0.44494 0.19964 -0.37776  -1.331
H28 1.07946 0.35451 1.51877  -1.116
H29 2.82463 1.94607 0.40302  0.424
H30 1.98843 2.68278 1.87874  0.565
H31 1.65395 3.01129 0.31438  0.769
H32 -0.51369 1.17115 2.03486  -0.926
C12 -2.16947 3.17445 -3.82787  -0.826
C13 -2.03826 2.70593 -5.24669  0.446
C14 -1.88759 3.90083 -6.13196  -1.866
O6 -1.05408 1.97780 -5.51713  -0.481
H33 -1.57692 4.03721 -3.59282  0.502
H34 -1.69116 2.35444 -3.22254  -0.246
H35 -3.21803 3.26486 -3.47702  0.361
H36 -2.87765 2.18985 -5.53163  0.472
H37 -1.14105 4.50717 -5.86353  0.495
H38 -2.75036 4.60616 -6.12153  0.402
H39 -1.78283 3.66905 -7.19875  0.407
H40 -1.19883 1.64891 -6.43150  0.295
C15 2.98068 1.94807 -3.11281  -1.474
C16 1.79829 2.22694 -4.04370  0.616
C17 2.26995 2.33285 -5.52732  -1.382
O7 0.96142 1.29119 -4.04984  -0.092
H41 3.53738 1.12538 -3.44020  0.304
H42 2.66467 1.79461 -2.06263  0.032
H43 3.49737 2.83053 -3.02388  0.650
H44 1.23235 3.05333 -3.64506  0.454
H45 3.08085 3.01583 -5.77083  0.438
H46 1.42263 2.67518 -6.07986  0.285
H47 2.63620 1.41319 -5.84468  0.230
H48 0.22054 1.61951 -4.54479  -0.349
C18 2.62707 -2.58001 -3.27407  -0.591
C19 2.33807 -1.64043 -4.44400  1.311
C20 2.78490 -2.15521 -5.76000  -1.947
O8 1.15176 -1.19569 -4.50284  -0.365
H49 2.08072 -3.59421 -3.40501  0.165
H50 2.15562 -2.08896 -2.40463  -0.270
H51 3.70821 -2.80592 -3.12881  0.472
H52 2.95324 -0.82236 -4.29972  -0.250
H53 2.55434 -1.42337 -6.49920  0.418
H54 2.09458 -2.91428 -6.02242  0.431
H55 3.78576 -2.44949 -5.83876  0.427
H56 1.25878 -0.26673 -4.50290  0.412
C21 -2.83250 -0.15409 1.19225  0.660
C22 -4.14956 -0.42974 1.89902  -0.171
C23 -4.48381 -1.84112 2.19533  -1.353
O9 -3.98561 0.19200 2.96483  -0.635
H57 -2.91600 -0.10349 0.05267  0.553
H58 -2.12182 -1.02187 1.28330  -0.513
H59 -2.33916 0.81122 1.42942  -0.362
H60 -5.03942 -0.09471 1.40398  0.585
H61 -5.21160 -1.70047 3.00021  0.428
H62 -3.71439 -2.40329 2.67319  0.130
H63 -4.94005 -2.40131 1.29339  0.320
H64 -3.25143 -0.20991 3.53128  0.365
C24 2.26581 -1.22943 7.52639  -1.449
C25 1.79780 -1.25879 6.08593  1.380
C26 2.50068 -0.30540 5.11578  -0.414
O10 1.95343 -2.38599 5.52196  -0.615
H65 2.13895 -2.16812 7.94023  0.418
H66 1.69537 -0.46037 8.05904  0.333
H67 3.33408 -0.89551 7.58223  0.302
H68 0.74232 -1.01051 5.87315  -0.516
H69 1.98945 -0.38052 4.16237  -0.516
H70 3.53498 -0.55307 5.00967  0.524
H71 2.50070 0.77364 5.25458  0.385
H72 1.40325 -2.36311 4.74167  0.200
C27 -2.09212 -0.31035 -3.55112  0.418
O11 -2.43128 -1.69553 -3.81624  -0.660
H73 -1.19276 -0.06632 -4.21946  -0.159
H74 -1.81910 -0.29429 -2.50273  -0.146
H75 -3.04814 0.26255 -3.74660  0.223
H76 -1.64540 -2.10813 -4.18433  0.329
C28 -2.43373 3.75658 -0.39637  -0.478
O12 -1.89137 3.95516 0.89103  -0.688
H77 -1.65152 3.76977 -1.11959  0.148
H78 -3.24972 4.39808 -0.57816  0.458
H79 -2.71473 2.66658 -0.37467  0.149
H80 -1.21740 3.31235 1.00877  0.471

Properties
- SMILES: NC(N)=O.NC(N)=O.CC(C)O.CC(C)O.CC(C)O.CC(C)O.CC(C)O.CC(C)O.CC(C)O.CC(C)O.CO.CO
- Frontier orbital gap: 9.2 eV

Entry 3:
The following is a DFT calculation (ωB97M-V/def2-TZVPD) of a single C6H13N3 molecule.

Each line ends with the Mulliken charge.
Geometry (Å):
H1 2.46671 -0.96617 0.90405  0.250
N1 1.75735 -1.61514 1.53136  -0.872
C1 0.52096 -1.41554 1.20170  0.457
N2 -0.38616 -2.38449 1.67407  -0.504
C2 -0.31799 -0.27351 0.54509  0.357
C3 -1.73713 0.00203 0.86869  -1.267
C4 0.21712 -0.00823 -0.71369  0.417
N3 1.36071 -0.79218 -1.27487  -0.647
C5 -0.23324 1.14747 -1.51965  -0.508
C6 0.19164 2.45343 -1.04605  -1.080
H2 0.24310 -3.11651 2.21955  0.308
H3 -1.40337 -2.00765 2.09246  0.188
H4 -2.38703 -0.48545 -0.06193  0.223
H5 -2.12495 -0.51100 1.94852  0.335
H6 -1.77033 1.16352 0.80518  0.298
H7 2.09087 -0.15715 -1.61970  0.222
H8 1.84770 -1.55547 -0.78023  0.297
H9 -1.39013 1.08516 -1.52961  0.263
H10 0.12703 1.05877 -2.58025  0.338
H11 -0.22920 3.26581 -1.64702  0.340
H12 -0.08575 2.69531 0.07222  0.237
H13 1.24210 2.41697 -1.08992  0.348

Properties
- SMILES: [H]/N=C(N)\C(C)=C(/N)CC
- Frontier orbital gap: 9.0 eV